Version one
The following is a quantum chemistry calculation of a molecular structure, C3H6N4O, from OMol25.

Each line ends with the Löwdin charge.
CARTESIAN COORDINATES (ANGSTROEM)
C  1.442  0.110  0.041  -0.388
C  -0.434  -0.187  0.206  -0.422
N  1.886  1.376  0.012  0.108
N  -0.626  -1.487  0.141  0.135
C  -2.697  0.495  -0.060  -0.138
N  -0.912  0.930  0.012  0.110
N  2.037  -0.994  -0.071  0.057
O  -3.251  -0.559  -0.193  0.037
H  1.206  2.116  -0.037  0.075
H  2.871  1.600  -0.020  0.103
H  -1.553  -1.822  -0.093  0.091
H  0.230  -2.034  0.042  0.082
H  3.060  -0.991  -0.051  0.048
H  -3.259  1.447  0.070  0.101

Calculated values
Gap between HOMO and LUMO = 9.4 eV
LUMO = 0.91 eV

---

Version two
The following is a quantum chemistry calculation of a single C3H6N4O molecule, from OMol25.

Each line ends with the Löwdin charge.
CARTESIAN COORDINATES (ANGSTROEM)
H  -3.162  -0.837  -0.124  0.094
N  -2.673  0.128  0.047  0.107
C  -1.435  -0.069  0.016  -0.602
N  -0.609  1.043  0.093  0.130
C  0.727  0.681  -0.023  -0.326
N  1.665  1.679  -0.104  0.127
C  0.736  -0.676  -0.159  -0.234
N  1.711  -1.624  0.087  0.087
O  -0.687  -1.139  -0.043  0.091
H  -0.829  1.988  -0.223  0.160
H  2.560  1.271  -0.311  0.091
H  1.697  2.314  0.680  0.099
H  2.067  -2.348  -0.462  0.056
H  2.335  -1.472  0.928  0.120

Calculated values
Gap between HOMO and LUMO = 8.1 eV
LUMO = 0.59 eV

---

Version three
The following is a quantum chemistry calculation of a single C3H6N4O molecule, from OMol25.

Each line ends with the Löwdin charge.
CARTESIAN COORDINATES (ANGSTROEM)
C  -2.469  -1.114  -0.015  -0.049
C  -1.448  -0.077  -0.036  -0.454
N  -1.357  1.281  0.041  0.118
N  -0.023  1.403  0.077  -0.021
C  0.649  0.134  0.024  -0.466
N  1.907  0.346  -0.193  -0.040
N  2.782  -0.861  -0.030  -0.125
O  -0.284  -0.716  0.000  0.119
H  -3.364  -0.474  -0.717  0.154
H  -1.775  -2.048  -0.548  0.172
H  -3.119  -1.209  1.034  0.129
H  0.529  2.393  0.137  0.225
H  2.700  -1.517  0.998  0.140
H  3.750  -0.254  0.002  0.098

Calculated values
Gap between HOMO and LUMO = 8.1 eV
LUMO = 0.68 eV

---

Version four
The following is a quantum chemistry calculation of a single C3H6N4O molecule, from OMol25.

Each line ends with the Löwdin charge.
CARTESIAN COORDINATES (ANGSTROEM)
H  1.841  1.479  0.259  0.025
N  2.644  0.930  0.553  0.113
C  2.445  -0.253  0.205  -0.275
N  1.258  -0.817  -0.363  0.062
C  0.032  -0.236  -0.422  -0.193
N  -0.272  0.970  -0.084  0.076
C  -1.628  1.171  -0.144  -0.261
N  -2.644  0.420  0.102  -0.009
O  -2.337  -0.881  0.551  -0.118
H  3.247  -0.999  0.333  0.112
H  1.285  -1.812  -0.415  0.122
H  -0.729  -0.926  -0.741  0.121
H  -1.887  2.178  -0.508  0.115
H  -3.255  -1.224  0.675  0.111

Calculated values
Gap between HOMO and LUMO = 9.7 eV
LUMO = 0.58 eV

---

It is version three that is the least stable of them.

---

Version one
The following is a quantum chemistry calculation of a single C3H6N4O molecule, from OMol25.

Each line ends with the Löwdin charge.
CARTESIAN COORDINATES (ANGSTROEM)
C  1.581  -1.525  1.791  -0.037
N  0.796  -0.559  0.828  -0.277
N  0.250  0.521  1.308  0.023
N  -0.346  1.158  0.274  0.010
C  -0.090  0.377  -0.857  -0.226
C  -1.041  1.027  -1.970  -0.220
O  -2.379  1.223  -1.451  -0.164
N  0.574  -0.889  -0.558  0.154
H  1.537  -0.863  2.717  0.054
H  0.683  -2.283  2.345  0.145
H  2.684  -1.947  1.390  0.139
H  -1.227  0.253  -2.689  0.078
H  -0.675  1.906  -2.713  0.153
H  -2.348  1.602  -0.415  0.166

Calculated values
Gap between HOMO and LUMO = 10.9 eV
LUMO = 0.55 eV

---

Version two
The following is a quantum chemistry calculation of a single C3H6N4O molecule, from OMol25.

Each line ends with the Löwdin charge.
CARTESIAN COORDINATES (ANGSTROEM)
H  1.167  2.443  -1.694  -0.003
N  1.237  1.644  -2.296  0.033
C  0.901  0.515  -1.662  -0.313
N  0.617  0.307  -0.334  0.065
C  -0.134  -0.964  -0.151  -0.405
O  -0.397  -2.038  -0.791  0.011
N  -0.617  -0.983  1.182  0.079
C  -0.750  0.070  2.128  -0.149
N  -0.631  1.232  1.645  0.108
H  -0.778  1.781  2.400  0.040
H  0.645  -0.268  -2.581  0.170
H  0.211  0.978  0.523  0.085
H  -1.277  -1.776  1.318  0.159
H  -1.130  0.012  3.093  0.118

Calculated values
Gap between HOMO and LUMO = 9.3 eV
LUMO = 0.14 eV

---

Version three
The following is a quantum chemistry calculation of a molecular structure, C3H6N4O, from OMol25.

Each line ends with the Löwdin charge.
CARTESIAN COORDINATES (ANGSTROEM)
C  0.146  -0.910  1.287  -0.094
C  -0.153  -0.680  -0.273  -0.216
C  0.129  0.529  -0.972  -0.364
H  0.310  -1.970  1.670  0.061
H  -0.900  -0.585  1.788  0.082
H  0.877  0.061  1.978  0.177
H  -0.529  -1.382  -3.249  0.198
H  0.908  2.740  1.470  0.195
H  -0.495  1.420  1.364  0.125
N  -0.651  -1.635  -1.135  0.055
N  -0.955  -1.015  -2.270  -0.008
N  0.779  1.592  -0.407  0.001
N  0.575  1.620  1.001  -0.199
O  -0.042  0.215  -2.254  -0.013

Calculated values
Gap between HOMO and LUMO = 7.6 eV
LUMO = -0.09 eV

---

Version four
The following is a quantum chemistry calculation of a single C3H6N4O molecule, from OMol25.

Each line ends with the Löwdin charge.
CARTESIAN COORDINATES (ANGSTROEM)
H  2.491  -1.318  -0.219  0.020
N  2.561  -0.308  -0.287  0.106
C  1.310  0.103  -0.329  -0.406
N  0.876  1.417  0.016  0.050
C  -0.478  1.339  0.242  -0.090
C  -0.943  0.083  -0.065  -0.331
N  -2.193  -0.567  -0.202  0.065
N  0.185  -0.707  -0.312  -0.087
O  0.541  -1.884  0.340  0.009
H  1.420  2.189  0.431  0.154
H  -0.876  2.412  0.137  0.140
H  -2.381  -1.114  -1.073  0.103
H  -3.099  -0.004  0.025  0.130
H  0.586  -1.641  1.298  0.139

Calculated values
Gap between HOMO and LUMO = 8.3 eV
LUMO = 0.74 eV

---

It is version three that is the least stable of them.

---

Version one
The following is a quantum chemistry calculation of a single C3H6N4O molecule, from OMol25.

Each line ends with the Löwdin charge.
CARTESIAN COORDINATES (ANGSTROEM)
H  -0.530  2.116  -2.364  0.068
N  -0.653  1.124  -2.666  0.113
N  -0.853  0.331  -1.773  -0.044
C  -0.909  0.516  -0.404  -0.424
N  -1.768  1.279  0.136  0.171
H  -1.794  1.229  1.153  0.049
C  0.073  -0.401  0.211  -0.285
C  0.466  -0.208  1.637  -0.023
N  0.603  -1.187  -0.660  0.044
O  1.752  -1.864  -0.268  -0.030
H  0.724  0.843  1.824  0.093
H  -0.370  -0.485  2.296  0.092
H  1.318  -0.835  1.888  0.072
H  1.941  -2.458  -1.009  0.104

Calculated values
Gap between HOMO and LUMO = 9.1 eV
LUMO = 0.26 eV

---

Version two
The following is a quantum chemistry calculation of a molecular structure, C3H6N4O, from OMol25.

Each line ends with the Löwdin charge.
CARTESIAN COORDINATES (ANGSTROEM)
C  -0.179  0.339  0.531  -0.348
C  -1.413  -0.358  -1.441  -0.518
C  0.653  -0.341  -0.213  -0.427
H  -0.040  0.417  2.583  0.087
H  -0.292  1.941  1.807  0.054
H  -2.151  0.926  0.250  0.139
H  0.449  -1.960  -1.757  0.301
H  2.073  0.420  0.822  0.148
H  2.894  -1.412  -0.377  0.230
N  -0.340  0.973  1.799  0.104
N  -1.373  0.468  -0.221  0.121
N  -0.139  -0.835  -1.315  0.091
N  2.079  -0.281  -0.125  -0.026
O  -2.222  -0.297  -2.343  0.044

Calculated values
Gap between HOMO and LUMO = 7.4 eV
LUMO = -0.03 eV

---

It is version two that is the least stable of them.

---

Version one
The following is a quantum chemistry calculation of a molecular structure, C3H6N4O, from OMol25.

Each line ends with the Löwdin charge.
CARTESIAN COORDINATES (ANGSTROEM)
C  2.405  -0.230  0.609  -0.078
C  -1.917  0.261  0.417  -0.078
C  -0.579  0.913  -0.066  -0.402
H  2.594  0.712  1.057  0.023
H  3.490  -0.593  0.465  0.067
H  1.703  -1.084  1.414  0.172
H  1.552  0.701  -1.231  0.186
H  -0.273  -2.447  -0.458  0.249
H  -2.920  0.762  0.526  0.125
N  1.452  -0.325  -0.670  -0.054
N  0.267  -0.238  -0.018  -0.267
N  -0.562  -1.267  -0.389  -0.054
N  -1.834  -0.974  0.196  0.023
O  -0.108  1.990  -0.171  0.088

Calculated values
Gap between HOMO and LUMO = 9.3 eV
LUMO = 0.64 eV

---

Version two
The following is a quantum chemistry calculation of a single C3H6N4O molecule, from OMol25.

Each line ends with the Löwdin charge.
CARTESIAN COORDINATES (ANGSTROEM)
N  -0.048  -1.112  2.200  0.070
C  0.298  -0.692  0.835  -0.338
N  1.293  -1.297  0.064  0.098
C  1.175  -0.673  -1.127  -0.145
N  0.200  0.275  -1.086  -0.122
O  -0.281  1.121  -2.008  0.080
C  -0.373  0.253  0.147  -0.329
N  -1.500  1.029  0.423  0.085
H  0.115  -0.380  2.910  0.080
H  0.424  -2.028  2.237  0.075
H  1.777  -0.778  -2.033  0.122
H  0.050  1.017  -2.868  0.099
H  -1.837  1.232  -0.547  0.084
H  -1.294  2.033  0.853  0.142

Calculated values
Gap between HOMO and LUMO = 8.1 eV
LUMO = 0.39 eV

---

Version three
The following is a quantum chemistry calculation of a single C3H6N4O molecule, from OMol25.

Each line ends with the Löwdin charge.
CARTESIAN COORDINATES (ANGSTROEM)
H  0.622  -2.290  -1.605  0.039
N  0.552  -1.336  -1.361  0.161
C  0.936  -0.912  -0.231  -0.415
O  1.109  -1.688  0.975  0.121
C  0.969  -0.868  1.923  -0.216
N  0.802  0.429  1.586  0.144
N  0.764  0.310  0.208  -0.154
N  -0.038  1.176  -0.581  -0.111
C  -1.547  1.136  -0.647  -0.140
H  1.130  -0.992  2.915  0.098
H  0.588  2.031  -0.751  0.150
H  -2.147  1.418  -1.743  0.122
H  -1.558  -0.058  -0.979  0.098
H  -2.181  1.644  0.291  0.104

Calculated values
Gap between HOMO and LUMO = 9.4 eV
LUMO = 0.88 eV

---

It is version one that is the least stable of them.

---

Version one
The following is a quantum chemistry calculation of 2 unconnected molecules or ions with the total composition C4H14NO, from OMol25.

Each line ends with the Löwdin charge.
CARTESIAN COORDINATES (ANGSTROEM)
C  -0.390  -0.049  1.699  -0.069
C  -0.947  0.086  0.299  -0.379
N  0.105  0.553  -0.665  -0.002
C  0.894  1.879  -0.491  0.030
C  -1.837  -1.145  -0.237  -0.024
H  -1.161  -0.620  2.407  0.141
H  -0.242  0.951  2.174  0.083
H  0.510  -0.717  1.610  0.094
H  -1.745  0.950  0.344  0.174
H  0.840  -0.149  -0.747  0.071
H  -0.244  0.642  -1.649  0.189
H  0.466  2.674  -1.106  0.094
H  0.579  2.316  0.584  0.136
H  1.961  1.626  -0.499  0.098
H  -1.326  -2.071  -0.418  0.069
H  -2.324  -0.950  -1.194  0.075
H  -2.657  -1.291  0.474  0.088
H  2.865  -1.416  -0.271  0.071
H  2.603  -1.859  -1.520  0.127
O  2.049  -1.407  -0.793  -0.067

Calculated values
Net charge = +1
Gap between HOMO and LUMO = 12.7 eV
LUMO = -3.07 eV

---

Version two
The following is a quantum chemistry calculation of 2 unconnected molecules or ions with the total composition C4H14NO, from OMol25.

Each line ends with the Löwdin charge.
CARTESIAN COORDINATES (ANGSTROEM)
C  -1.030  0.656  -0.811  0.014
C  -0.472  1.349  1.490  0.011
C  -1.159  -1.032  0.980  0.008
C  0.997  -0.148  0.240  -0.032
N  -0.417  0.184  0.521  -0.414
H  -0.579  1.511  -1.341  0.121
H  -2.078  0.903  -0.571  0.110
H  -1.021  -0.219  -1.483  0.118
H  -1.488  1.776  1.462  0.113
H  0.234  2.094  1.086  0.115
H  -0.205  1.144  2.540  0.120
H  -0.902  -1.896  0.344  0.118
H  -2.251  -0.880  0.942  0.120
H  -0.872  -1.263  2.020  0.121
H  1.000  -1.111  -0.297  0.098
H  1.563  -0.267  1.179  0.124
H  1.507  0.605  -0.385  0.114
O  2.109  -1.419  -2.662  -0.082
H  3.079  -1.544  -2.560  0.065
H  1.987  -0.443  -2.691  0.041

Calculated values
Net charge = +1
Gap between HOMO and LUMO = 12.0 eV
LUMO = -2.90 eV

---

It is version one that is the least stable of them.

---

Version one
The following is a quantum chemistry calculation of 2 unconnected molecules or ions with the total composition C4H6ClN, from OMol25.

Each line ends with the Löwdin charge.
CARTESIAN COORDINATES (ANGSTROEM)
C  0.839  -0.155  0.722  -0.173
C  0.234  0.623  1.400  0.038
C  1.177  -1.454  0.137  -0.095
C  -2.363  1.015  0.641  -0.648
N  -1.922  1.431  -0.550  -0.035
Cl  -2.949  -0.561  0.521  0.578
H  1.023  -1.520  -1.016  0.120
H  2.148  -1.659  0.217  0.019
H  0.590  -2.135  0.596  0.040
H  -0.262  1.219  2.110  0.020
H  -1.746  0.846  -1.319  0.063
H  -1.679  2.368  -0.705  0.074

Calculated values
Gap between HOMO and LUMO = 9.6 eV
LUMO = 0.87 eV

---

Version two
The following is a quantum chemistry calculation of 2 unconnected molecules or ions with the total composition C4H6ClN, from OMol25.

Each line ends with the Löwdin charge.
CARTESIAN COORDINATES (ANGSTROEM)
C  -1.284  2.050  -0.032  0.018
C  -0.990  0.807  0.095  -0.134
C  -0.578  -0.315  0.419  -0.208
N  0.264  -1.207  -0.305  -0.020
C  1.361  -1.482  0.198  -0.178
H  -0.499  2.773  0.299  0.085
H  -2.153  2.352  -0.524  0.036
H  -0.879  -0.723  1.400  0.133
H  1.953  -2.309  -0.312  0.093
H  1.724  -0.924  1.110  0.045
Cl  3.355  0.708  0.022  0.457
H  4.412  0.794  0.532  -0.326

Calculated values
Gap between HOMO and LUMO = 9.7 eV
LUMO = 0.75 eV

---

It is version one that is the least stable of them.